*1*
DFT (ωB97M-V with the def2-TZVPD basis set) results for a 2-piece molecular cluster, C2H2O2S2 overall.

Computed properties:
multiplicity	1
frontier orbital gap	8.78	eV
net charge	0
HOMO level	-8.93	eV

Element x y z (Å)
C1 0.2360 -0.7372 -0.8191
C2 -0.4313 0.9439 0.3549
O1 0.8095 -3.0747 0.1230
O2 0.1789 1.9208 -0.1768
S1 -1.2889 0.6127 1.6514
S2 0.3084 -1.7855 0.4382
H1 0.2089 -0.5911 -1.9595
H2 -0.0215 2.7110 0.3878

Here are the Mulliken charges for atoms 1 to 6, given in e:
1 C -0.27
2 C 0.28
3 O -0.51
4 O -0.33
5 S -0.23
6 S 0.39

*2*
DFT (ωB97M-V with the def2-TZVPD basis set) results for one molecule with the formula C2H2O2S2.

Computed properties:
multiplicity	1
frontier orbital gap (spin up / spin down)	7.37 / 7.34	eV
structure (SMILES)	O=S(=O)=C1CS1
net charge	0
HOMO level (spin up / spin down)	-9.73 / -9.67	eV

Element x y z (Å)
O1 -2.6376 0.4564 -0.2811
S1 -1.3995 -0.3503 -0.2792
O2 -1.4812 -1.7050 0.2309
C1 -0.0914 0.4291 0.6568
C2 1.3511 -0.0124 -0.0020
S2 0.7526 1.7384 -0.0761
H1 2.0889 -0.2242 0.7066
H2 1.4171 -0.3320 -0.9559

Here are the Mulliken charges for atoms 1 to 6, given in e:
1 O -0.48
2 S 0.78
3 O -0.46
4 C 0.11
5 C -0.59
6 S 0.00

*3*
DFT (ωB97M-V with the def2-TZVPD basis set) results for a 2-piece molecular cluster, C2H2O2S2 overall.

Computed properties:
multiplicity	1
frontier orbital gap	8.74	eV
net charge	0
HOMO level	-9.86	eV

Element x y z (Å)
C1 0.0890 -0.5906 -0.1725
C2 -0.6632 -0.2041 -1.4483
O1 -0.1450 1.3820 1.7663
O2 1.5562 -0.2866 2.4689
S1 1.1080 0.1111 -1.3221
S2 0.1736 0.0542 2.2502
H1 -0.8967 -1.0658 -2.0047
H2 -1.2219 0.5996 -1.5379

Here are the Mulliken charges for atoms 1 to 6, given in e:
1 C -0.07
2 C -0.47
3 O -0.42
4 O -0.40
5 S 0.06
6 S 0.71

Need the numbers? Relative energies in kJ/mol: *1* 49.7; *2* 44.6; *3* 0.0.

*1*
DFT (ωB97M-V with the def2-TZVPD basis set) results for a 2-piece molecular cluster, O2 overall.

Computed properties:
multiplicity	1
frontier orbital gap	6.99	eV
net charge	0
HOMO level	-13.09	eV

Element x y z (Å)
O1 0.0000 0.0000 1.0388
O2 0.0000 0.0000 -1.0388

Mulliken charges in e:
1 O 0.00
2 O 0.00

*2*
DFT (ωB97M-V with the def2-TZVPD basis set) results for one molecule with the formula O2.

Computed properties:
multiplicity	1
frontier orbital gap	7.88	eV
structure (SMILES)	O=O
net charge	0
HOMO level	-9.93	eV

Element x y z (Å)
O1 0.0000 0.0000 0.5986
O2 0.0000 0.0000 -0.5986

Mulliken charges in e:
1 O 0.00
2 O 0.00

Need the numbers? Relative energies in kJ/mol: *1* 719.4; *2* 0.0.

*1*
DFT (ωB97M-V with the def2-TZVPD basis set) results for a 2-piece molecular cluster, C3H12N2O overall.

Computed properties:
multiplicity	1
frontier orbital gap	9.88	eV
structure (SMILES)	CCO.NCN
net charge	0
HOMO level	-8.94	eV

Element x y z (Å)
C1 -3.6298 2.3747 1.8449
C2 -2.5503 3.2188 1.1892
O1 -2.8630 3.4999 -0.1508
H1 -3.6698 1.3864 1.4010
H2 -3.3934 2.3122 2.9033
H3 -4.6058 2.8366 1.7094
H4 -1.5768 2.7120 1.2747
H5 -2.4116 4.1142 1.8157
H6 -2.0548 3.6253 -0.6498
N1 2.7078 -3.6140 -2.0456
C3 2.7518 -2.5403 -1.0765
N2 3.4194 -2.7421 0.1958
H7 3.6244 -3.8825 -2.3758
H8 2.2353 -4.4419 -1.7071
H9 3.2716 -1.7044 -1.5472
H10 1.7351 -2.2040 -0.8769
H11 2.9701 -3.3871 0.8262
H12 4.4091 -2.9165 0.1284

Here are the Mulliken charges for atoms 1 to 6, given in e:
1 C -1.01
2 C -0.18
3 O -0.52
4 H 0.28
5 H 0.32
6 H 0.28

*2*
DFT (ωB97M-V with the def2-TZVPD basis set) results for a 2-piece molecular cluster, C3H12N2O overall.

Computed properties:
multiplicity	1
frontier orbital gap	10.54	eV
structure (SMILES)	NCCCN.O
net charge	0
HOMO level	-9.63	eV

Element x y z (Å)
N1 -0.3396 1.6165 -0.9997
C1 -0.7468 0.6641 0.0460
C2 0.4799 0.0390 0.6595
C3 0.1740 -0.9726 1.7572
N2 1.4137 -1.4837 2.3338
H1 0.2903 2.3253 -0.6443
H2 -1.1419 2.1179 -1.3618
H3 -1.3671 -0.0904 -0.4401
H4 -1.3709 1.1876 0.7786
H5 1.0650 -0.4496 -0.1317
H6 1.1606 0.7821 1.0785
H7 -0.5023 -1.7392 1.3570
H8 -0.3665 -0.4646 2.5579
H9 1.1955 -2.0129 3.1728
H10 1.8235 -2.1831 1.7215
O1 -0.7486 0.0327 -3.3018
H11 -0.0918 0.3842 -2.6760
H12 -1.4920 0.6217 -3.1490

Here are the Mulliken charges for atoms 1 to 6, given in e:
1 N -0.65
2 C -0.32
3 C -0.51
4 C -0.56
5 N -0.61
6 H 0.19

Need the numbers? Relative energies in kJ/mol: *1* 46.6; *2* 0.0.